{
  "formula": "C20H35NO8",
  "method": "ωB97M-V/def2-TZVPD",
  "symbols": ["C", "C", "C", "C", "N", "C", "C", "C", "C", "O", "O", "C", "C", "O", "C", "O", "O", "C", "O", "H", "H", "H", "H", "H", "H", "H", "H", "H", "H", "H", "H", "H", "H", "H", "C", "C", "O", "C", "C", "H", "H", "H", "H", "H", "H", "H", "H", "H", "H", "C", "C", "O", "C", "C", "H", "H", "H", "H", "H", "H", "H", "H", "H", "H"],
  "coordinates": [[-0.600, -2.009, 0.348], [-1.614, -1.649, 1.425], [-1.240, -2.126, 2.817], [-1.081, -3.649, 2.922], [0.038, -4.071, 3.779], [-0.238, -4.157, 5.134], [-0.097, -3.271, 6.107], [0.390, -1.874, 6.126], [1.844, -1.668, 5.791], [2.380, -0.613, 5.990], [2.549, -2.764, 5.299], [2.950, -2.668, 3.992], [3.560, -3.948, 3.514], [2.799, -1.699, 3.309], [-0.572, -3.913, 7.365], [-0.413, -3.530, 8.486], [-1.224, -5.069, 7.020], [-0.802, -5.408, 5.750], [-0.866, -6.517, 5.291], [-0.825, -2.994, -0.034], [-0.706, -1.341, -0.493], [0.425, -1.975, 0.690], [-2.605, -1.976, 1.148], [-1.672, -0.568, 1.472], [-0.318, -1.641, 3.108], [-2.025, -1.802, 3.492], [-1.982, -4.145, 3.245], [-0.853, -4.010, 1.930], [0.866, -3.531, 3.599], [0.290, -1.515, 7.139], [-0.220, -1.227, 5.524], [4.553, -4.018, 3.933], [2.961, -4.763, 3.889], [3.571, -3.944, 2.445], [-2.729, 2.491, -2.470], [-1.650, 1.441, -2.274], [-1.964, 0.186, -2.851], [-2.173, 0.184, -4.250], [-0.970, 0.654, -5.050], [-3.677, 2.142, -2.058], [-2.450, 3.419, -1.970], [-2.889, 2.719, -3.524], [-1.523, 1.253, -1.207], [-0.685, 1.802, -2.645], [-3.062, 0.773, -4.503], [-2.401, -0.849, -4.512], [-0.704, 1.688, -4.825], [-1.178, 0.587, -6.118], [-0.101, 0.034, -4.826], [1.476, 6.740, -3.922], [1.406, 5.223, -3.954], [0.354, 4.711, -4.751], [0.383, 5.062, -6.123], [1.636, 4.600, -6.848], [0.533, 7.157, -3.567], [2.276, 7.065, -3.256], [1.675, 7.162, -4.908], [1.215, 4.851, -2.947], [2.366, 4.798, -4.268], [0.239, 6.141, -6.244], [-0.486, 4.580, -6.571], [2.538, 5.061, -6.443], [1.575, 4.861, -7.905], [1.748, 3.519, -6.762]],
  "forces_ev_per_angstrom": [[-0.655, -0.174, -0.174], [0.558, 0.501, 0.084], [-0.716, -0.453, 0.092], [0.787, 0.251, -0.484], [-0.094, -0.458, 0.250], [-0.318, -0.074, -0.497], [-0.056, 0.047, 0.650], [0.495, -0.867, 0.360], [0.695, 1.979, 0.418], [-0.291, -1.187, -0.298], [-0.519, 0.075, 0.012], [0.593, -0.044, -0.724], [-0.366, 0.297, 0.711], [-0.372, 0.141, 0.276], [0.406, 0.743, 0.097], [-0.467, -0.286, -0.432], [0.277, -0.917, 0.557], [-0.263, -0.984, -1.017], [-0.176, 1.394, 0.686], [0.245, -0.420, -0.159], [0.050, 0.237, -0.291], [0.309, 0.035, 0.214], [-0.349, -0.278, -0.130], [-0.124, 0.355, 0.076], [0.401, 0.134, 0.109], [-0.030, 0.203, 0.386], [-0.302, -0.151, 0.190], [-0.004, -0.339, -0.284], [-0.043, 0.293, -0.129], [-0.033, 0.243, 0.409], [-0.150, 0.344, -0.565], [0.370, -0.161, 0.018], [-0.048, -0.457, 0.083], [0.178, -0.003, -0.537], [-0.078, -0.043, -0.093], [0.036, 0.147, 0.009], [-0.002, -0.184, 0.177], [-0.004, 0.047, -0.143], [0.099, 0.094, 0.066], [0.002, 0.006, 0.033], [0.020, -0.006, 0.022], [0.066, 0.068, 0.006], [-0.004, -0.118, -0.010], [-0.032, 0.049, -0.043], [0.033, 0.046, -0.022], [-0.007, -0.037, 0.100], [-0.056, 0.026, -0.060], [-0.020, -0.029, -0.002], [-0.008, -0.031, -0.017], [-0.068, 0.018, -0.107], [0.112, 0.069, 0.049], [-0.197, -0.153, 0.049], [0.088, 0.047, -0.090], [0.065, -0.022, 0.078], [0.000, 0.000, 0.029], [-0.003, -0.015, 0.028], [0.068, -0.007, 0.010], [-0.063, -0.063, -0.024], [0.013, 0.041, -0.029], [0.055, 0.013, -0.012], [-0.058, -0.029, 0.112], [-0.007, 0.060, -0.048], [-0.021, -0.005, -0.009], [-0.019, -0.010, -0.016]],
  "e_tot_ev": -39176.899,
  "smiles": "CCCCNC1=C(CC(=O)OC(C)=O)C(=O)OC1=O.CCOCC.CCOCC",
  "lumo_ev": -0.7,
  "homo_energy_ev": -9.702,
  "total_charge": 0,
  "gap_ha": 0.331,
  "fmax_ev_per_a": 2.139
}